DFT (the ωB97M-V functional and the def2-TZVPD basis) results for one molecule with the formula C2H5Cl2NOS.

## Properties
* HOMO: -9.7 eV
* HOMO-LUMO gap: 0.3536 hartree
* molar mass: 162.0 g/mol
* relative energy (zero: lowest compared OMol25 entry of this formula, charge and spin): 66.32 kJ/mol

The geometry in ORCA input format:
```
! wB97M-V def2-TZVPD RIJCOSX def2/J DEFGRID3
* xyz 0 1
C -0.004 -0.647 0.511
C 0.929 -0.054 -0.427
N -1.033 1.879 0.492
O 2.156 -0.595 -0.393
S -1.563 0.447 0.818
Cl 0.146 -0.176 -2.036
Cl -2.671 -0.280 -0.913
H -0.365 -1.628 0.152
H 0.510 -0.901 1.560
H 2.235 -1.558 -0.687
H 1.227 0.982 0.020
H -1.566 2.529 0.905
*
```

***

DFT (the ωB97M-V functional and the def2-TZVPD basis) results for C21H49N7O11SZn2 as an isolated structure.

## Properties
* HOMO: -12.4 eV
* HOMO-LUMO gap: 0.0601 hartree
* molar mass: 738.5 g/mol
* relative energy (zero: lowest compared OMol25 entry of this formula, charge and spin): 1690.43 kJ/mol

The geometry in ORCA input format:
```
! wB97M-V def2-TZVPD RIJCOSX def2/J DEFGRID3
* xyz 2 1
Zn 13.629 8.463 -7.138
Zn 11.880 15.175 -10.083
S 12.947 11.827 -8.600
O 12.446 10.569 -9.036
O 13.893 11.380 -7.589
O 13.449 12.629 -9.694
O 11.839 12.687 -8.145
C 8.844 8.583 -3.020
C 9.404 9.490 -4.122
O 10.288 9.105 -4.849
N 9.041 10.789 -4.218
C 8.095 11.560 -3.422
H 7.918 8.177 -3.426
H 8.628 9.106 -2.089
H 9.552 7.816 -2.704
H 9.529 11.199 -5.001
H 7.703 11.034 -2.552
H 7.296 11.940 -4.059
H 8.548 12.492 -3.082
C 15.628 18.567 -6.628
C 14.804 17.304 -6.367
O 14.124 16.748 -7.247
N 14.769 16.922 -5.118
C 13.954 15.781 -4.597
H 16.501 18.168 -7.145
H 15.880 19.046 -5.682
H 14.943 19.167 -7.227
H 15.384 17.311 -4.418
H 12.986 15.729 -5.094
H 13.833 15.807 -3.514
H 14.519 14.859 -4.736
C 21.802 18.262 -9.844
C 20.631 17.340 -10.440
O 20.003 17.822 -11.390
N 20.364 16.126 -9.865
C 19.205 15.370 -10.207
H 22.087 19.164 -10.385
H 22.691 17.718 -9.524
H 21.476 18.599 -8.860
H 20.951 15.873 -9.083
H 18.927 14.577 -9.512
H 19.318 14.711 -11.068
H 18.334 15.994 -10.408
C 17.064 8.960 -11.866
C 17.605 8.525 -10.464
O 16.734 8.195 -9.599
N 18.820 8.768 -10.069
C 19.355 8.803 -8.690
H 17.850 9.195 -12.584
H 16.413 9.826 -11.741
H 16.448 8.111 -12.165
H 19.463 8.942 -10.829
H 19.761 7.867 -8.305
H 18.501 9.020 -8.049
H 20.097 9.570 -8.468
C 8.249 12.423 -14.343
C 9.109 12.208 -13.158
O 9.724 13.122 -12.636
N 9.301 10.973 -12.693
C 9.095 9.715 -13.326
H 7.206 12.618 -14.094
H 8.253 11.563 -15.012
H 8.513 13.293 -14.943
H 9.922 10.954 -11.897
H 8.924 9.782 -14.401
H 8.302 9.108 -12.888
H 9.998 9.105 -13.314
C 14.839 19.291 -13.288
C 14.656 17.775 -13.345
O 13.776 17.227 -12.744
N 15.450 17.156 -14.223
C 15.417 15.724 -14.619
H 14.927 19.682 -14.302
H 15.758 19.533 -12.754
H 13.966 19.735 -12.809
H 16.174 17.820 -14.459
H 15.227 15.144 -13.716
H 16.367 15.390 -15.036
H 14.532 15.560 -15.235
C 21.442 17.255 -3.996
C 20.920 15.920 -4.603
O 21.755 15.154 -5.143
N 19.665 15.612 -4.395
C 19.030 14.404 -4.990
H 20.951 17.382 -3.031
H 20.935 18.100 -4.463
H 22.520 17.391 -3.920
H 19.126 16.232 -3.807
H 18.180 14.712 -5.598
H 18.564 13.933 -4.124
H 19.743 13.714 -5.442
*
```

***

DFT (the ωB97M-V functional and the def2-TZVPD basis) results for a 2-piece molecular cluster, C5H14 overall.

## Properties
* structure (SMILES): CCC.CC
* HOMO: -11.2 eV
* HOMO-LUMO gap: 0.4515 hartree
* molar mass: 74.2 g/mol
* relative energy (zero: lowest compared OMol25 entry of this formula, charge and spin): 61.12 kJ/mol

The geometry in ORCA input format:
```
! wB97M-V def2-TZVPD RIJCOSX def2/J DEFGRID3
* xyz 0 1
C -0.974 1.333 0.788
C -2.331 1.098 0.135
C -2.424 -0.368 -0.363
H -0.144 1.016 0.152
H -0.916 0.776 1.703
H -0.807 2.415 0.864
H -3.096 1.209 0.910
H -2.600 1.670 -0.749
H -1.793 -0.995 0.283
H -3.387 -0.833 -0.146
H -2.080 -0.369 -1.380
C 2.072 -0.430 -0.754
C 3.042 -1.271 0.153
H 2.480 0.573 -0.802
H 2.073 -0.958 -1.698
H 1.146 -0.421 -0.203
H 2.808 -2.331 0.125
H 2.882 -0.958 1.183
H 4.050 -1.155 -0.202
*
```

***

DFT (the ωB97M-V functional and the def2-TZVPD basis) results for C26H28N2OPbS2Se4 as an isolated structure.

## Properties
* HOMO (alpha / beta): -7.2 / -7.2 eV
* HOMO-LUMO gap (alpha / beta): 0.1780 / 0.1609 hartree
* molar mass: 971.7 g/mol
* relative energy (zero: lowest compared OMol25 entry of this formula, charge and spin): 0.00 kJ/mol

The geometry in ORCA input format:
```
! wB97M-V def2-TZVPD RIJCOSX def2/J DEFGRID3
* xyz 0 1
Pb 10.193 8.251 12.826
C 12.874 7.270 16.877
C 12.294 8.488 16.150
C 12.598 9.784 16.913
C 12.773 8.554 14.696
C 12.933 9.799 14.037
C 13.282 9.839 12.687
C 13.460 8.653 11.937
C 13.749 8.718 10.441
C 13.323 7.418 12.599
C 13.005 7.370 13.965
H 12.586 7.267 17.926
H 13.976 7.258 16.831
H 12.512 6.336 16.444
H 11.189 8.393 16.161
H 13.659 10.038 16.867
H 12.363 9.668 17.970
H 12.025 10.627 16.537
H 12.755 10.718 14.569
H 13.340 10.790 12.184
H 14.341 7.854 10.144
H 14.308 9.623 10.226
H 12.825 8.712 9.851
H 13.395 6.492 12.038
H 12.858 6.416 14.444
C 10.454 11.682 9.494
C 10.106 10.370 10.142
N 10.059 10.290 11.481
N 10.265 11.441 12.148
C 10.072 11.419 13.480
S 9.428 10.199 14.501
S 10.462 12.936 14.296
C 8.993 13.882 13.830
C 7.735 13.262 14.433
C 7.580 13.282 15.836
C 6.511 12.611 16.424
C 5.580 11.930 15.626
C 5.729 11.907 14.244
C 6.807 12.563 13.646
C 9.797 9.254 9.285
C 10.206 9.359 7.935
C 9.761 8.461 6.989
C 8.853 7.429 7.336
C 8.433 7.269 8.645
C 9.027 8.070 9.691
O 8.824 7.764 10.938
H 10.307 12.459 10.226
H 11.487 11.735 9.137
H 9.770 11.873 8.668
H 9.157 14.894 14.204
H 8.944 13.941 12.738
H 8.321 13.771 16.448
H 6.405 12.646 17.498
H 4.728 11.448 16.090
H 5.009 11.400 13.624
H 6.934 12.525 12.562
H 10.849 10.175 7.651
H 10.066 8.567 5.957
H 8.470 6.808 6.552
H 7.657 6.572 8.910
Se 8.283 6.597 14.419
Se 7.085 5.733 12.710
Se 8.533 4.976 11.013
Se 10.674 4.955 11.672
*
```

***

DFT (the ωB97M-V functional and the def2-TZVPD basis) results for a 2-piece molecular cluster, C2H5NO4 overall.

## Properties
* structure (SMILES): O=CNC(=O)O.O
* HOMO: -11.2 eV
* HOMO-LUMO gap: 0.4317 hartree
* molar mass: 107.1 g/mol
* relative energy (zero: lowest compared OMol25 entry of this formula, charge and spin): 165.36 kJ/mol

The geometry in ORCA input format:
```
! wB97M-V def2-TZVPD RIJCOSX def2/J DEFGRID3
* xyz 0 1
O -1.265 -0.397 -1.250
C -1.256 -0.474 -0.033
N -0.732 0.498 0.808
C 0.313 1.538 0.447
O 0.446 2.403 1.286
O 0.759 1.312 -0.851
H -1.735 -1.373 0.475
H -1.259 0.691 1.654
H 0.010 0.735 -1.187
O 1.315 -1.818 -0.530
H 1.397 -0.909 -0.753
H 2.008 -2.206 -0.066
*
```

***

DFT (the ωB97M-V functional and the def2-TZVPD basis) results for one molecule with the formula C3H4N4O.

## Properties
* structure (SMILES): N/N=C1/N=CNC1=O
* HOMO: -8.8 eV
* HOMO-LUMO gap: 0.3232 hartree
* molar mass: 112.1 g/mol
* relative energy (zero: lowest compared OMol25 entry of this formula, charge and spin): 182.74 kJ/mol

The geometry in ORCA input format:
```
! wB97M-V def2-TZVPD RIJCOSX def2/J DEFGRID3
* xyz 0 1
N 2.407 -0.165 -0.058
N 1.456 -1.043 0.065
C 0.237 -0.610 0.014
N -0.989 -1.387 -0.038
C -1.997 -0.687 -0.022
N -1.586 0.698 0.092
C -0.278 0.826 -0.018
O 0.370 1.917 -0.050
H 2.204 0.784 -0.286
H 3.310 -0.499 0.396
H -3.072 -0.993 -0.321
H -2.197 1.473 0.342
*
```

***

- Among the records above, which one has the lowest relative energy (zero: lowest compared OMol25 entry of this formula, charge and spin)?
  C26H28N2OPbS2Se4